--- a ---
Formula: C4H6ClFS
Source: OMol25
Level of theory: ωB97M-V/def2-TZVPD

Geometry as ORCA input:
```
! wB97M-V def2-TZVPD RIJCOSX def2/J DEFGRID3
* xyz 0 1
C 1.62335 -0.74258 -0.64410
C 0.33927 -0.56883 -0.32701
S -0.57192 0.66234 -1.28070
C -0.62626 1.99730 -0.05361
C -0.52989 -1.39011 0.62415
F -1.06724 -0.61298 1.62301
Cl -1.80843 -2.26435 -0.19847
H 2.00392 -1.65648 -0.26116
H 2.27460 -0.06654 -1.18314
H -1.25220 1.80217 0.85969
H -0.89676 2.86678 -0.62864
H 0.44843 2.13830 0.27395
H 0.06312 -2.16503 1.19604
*
```

SMILES = C=C(SC)[C@@H](F)Cl
Molecular weight = 140.61 g mol⁻¹
HOMO = -8.91 eV
E_LUMO = 0.64 eV
HOMO-LUMO gap = 0.351 hartree

=====

--- b ---
Formula: C4H6ClFS
Source: OMol25
Level of theory: ωB97M-V/def2-TZVPD

Geometry as ORCA input:
```
! wB97M-V def2-TZVPD RIJCOSX def2/J DEFGRID3
* xyz 0 1
F -1.95852 1.39926 -0.01737
C -1.33574 0.33487 0.56057
Cl -1.73292 -1.09655 -0.37748
C 0.21900 0.58829 0.53567
C 0.91682 0.78270 -0.87622
S 2.42445 -0.17608 -0.25899
C 1.16869 -0.54666 1.08351
H -1.77083 0.24045 1.55594
H 0.46196 1.51031 1.10097
H 1.11967 1.83218 -1.13340
H 0.42220 0.29225 -1.71441
H 0.78491 -1.56063 0.95711
H 1.46454 -0.40446 2.12982
*
```

SMILES = F[C@@H](Cl)C1CSC1
Molecular weight = 140.61 g mol⁻¹
HOMO = -8.90 eV
E_LUMO = 0.80 eV
HOMO-LUMO gap = 0.356 hartree

=====

Structures ranked by computed energy, the most stable listed first: b, a.

=====

--- a ---
Formula: C8H8
Source: OMol25
Level of theory: ωB97M-V/def2-TZVPD

Geometry as ORCA input:
```
! wB97M-V def2-TZVPD RIJCOSX def2/J DEFGRID3
* xyz 0 1
C -1.00527 1.25077 -0.79023
C -0.97318 1.26341 0.55442
C -1.02210 0.09397 1.28957
C -1.02472 -1.08901 0.80782
C -1.02778 -1.31803 -0.59121
C -1.11177 -0.11865 -1.32342
H -0.89247 2.23336 -1.34147
H -0.47668 2.28993 1.09646
H -0.89416 0.34860 2.38625
H -1.07402 -1.87891 1.66269
H -1.09268 -2.17394 -1.11308
H -1.29447 -0.50634 -2.34902
C 2.47843 -0.11582 0.18462
C 3.64035 -0.00876 -0.16146
H 1.40538 -0.13152 0.19200
H 4.59532 0.07156 -0.35440
*
```

SMILES = c1ccccc1.C#C
Molecular weight = 104.15 g mol⁻¹
HOMO = -9.59 eV
E_LUMO = 0.97 eV
HOMO-LUMO gap = 0.388 hartree

=====

--- b ---
Formula: C8H8
Source: OMol25
Level of theory: ωB97M-V/def2-TZVPD

Geometry as ORCA input:
```
! wB97M-V def2-TZVPD RIJCOSX def2/J DEFGRID3
* xyz 0 1
C 0.58736 -3.09477 -1.14176
C -0.12120 -2.12551 -0.65485
C -1.11540 -1.16460 -0.17190
C -1.26795 0.14177 0.46338
C -0.32355 1.08750 0.50532
C -0.55966 2.30390 1.08356
C 0.93419 0.67179 0.14938
C 1.68834 1.57212 -0.48871
H 1.35310 -3.87591 -1.30317
H -1.89248 -1.83145 0.29509
H -2.26306 0.20192 0.82056
H -1.56916 2.70445 1.19645
H 0.40087 2.77005 1.26059
H 1.09330 -0.49486 0.28751
H 1.15921 2.59105 -0.41009
H 2.78543 1.58158 -0.61349
*
```

SMILES = C#C/C=C\C(=C)C=C
Molecular weight = 104.15 g mol⁻¹
HOMO = -8.14 eV
E_LUMO = -0.65 eV
HOMO-LUMO gap = 0.275 hartree

=====

Structures ranked by computed energy, the most stable listed first: a, b.